[1]
Density functional theory data (wB97M-V/def2-TZVPD) for a molecular structure, C27H20ClF3N2NiS5Sb.

## Properties
lowest unoccupied orbital energy (spin up / spin down)	2.05 / 2.05	eV
HOMO energy (spin up / spin down)	-3.71 / -3.71	eV
ΔE to the lowest compared entry with this formula, charge and spin	28.4	kcal per mole

The geometry in ORCA input format:
```
! wB97M-V def2-TZVPD RIJCOSX def2/J DEFGRID3
* xyz -1 1
Ni 0.86706 -2.72322 -0.40025
S 7.09957 -5.29857 0.55256
C 5.54034 -4.76050 0.33049
S 4.72122 -4.79210 -1.17561
C 3.17019 -4.15020 -0.66991
C 3.08300 -3.85535 0.65749
S 1.74535 -3.19230 1.60181
S 4.53436 -4.17401 1.58733
S 1.97881 -3.99296 -1.96036
F -7.45502 2.55432 -0.31874
C -6.23438 1.97124 -0.36461
C -5.28154 2.48777 -1.21662
C -4.02870 1.88653 -1.24748
C -3.73153 0.78950 -0.44323
C -4.73132 0.29277 0.39012
C -5.98804 0.87977 0.44304
Sb -1.83602 -0.22390 -0.54904
C -0.73349 1.50511 -1.15595
C 0.12106 1.38500 -2.24847
C 0.87078 2.46193 -2.70230
C 0.75745 3.66248 -2.03601
F 1.50270 4.71463 -2.45349
C -0.08978 3.83693 -0.95886
C -0.84090 2.74938 -0.53405
C -1.45409 -0.15477 1.56193
C -0.68143 0.79491 2.22482
C -0.45811 0.71874 3.59288
C -1.02175 -0.32649 4.29568
F -0.81450 -0.40199 5.62757
C -1.77860 -1.30149 3.68081
C -1.98058 -1.20659 2.31127
H -5.51904 3.34202 -1.83640
H -3.27525 2.29424 -1.91138
H -4.53930 -0.56343 1.02748
H -6.76628 0.50457 1.09384
H 0.22948 0.43063 -2.75205
H 1.54577 2.37138 -3.54272
H -0.15998 4.80344 -0.47754
H -1.52859 2.88612 0.29300
H -0.21903 1.60696 1.67774
H 0.14956 1.44859 4.11095
H -2.17532 -2.12367 4.26032
H -2.54049 -1.99877 1.82386
N 4.33344 2.45292 -1.02922
C 3.58261 1.30408 -0.90098
C 3.60914 0.30510 -1.87560
C 2.83334 -0.82266 -1.71191
N 2.04969 -1.02141 -0.64447
C 2.07482 -0.09309 0.31484
C 2.79797 1.07681 0.22957
H 4.63598 2.69451 -1.95776
H 4.03925 3.24443 -0.48193
H 4.23081 0.40384 -2.75712
H 2.82025 -1.62864 -2.43821
H 1.49375 -0.32603 1.19749
H 2.76545 1.79619 1.03855
Cl -1.51497 -3.96729 -1.66360
C -0.48466 -3.94849 -0.15752
H -0.15900 -4.97118 0.00579
H -1.16152 -3.63778 0.64214
*
```

---

[2]
Density functional theory data (wB97M-V/def2-TZVPD) for a molecular structure, C27H20I2N2OPPt.

## Properties
lowest unoccupied orbital energy	-3.72	eV
HOMO energy	-10.01	eV
ΔE to the lowest compared entry with this formula, charge and spin	8.3	kcal per mole

The geometry in ORCA input format:
```
! wB97M-V def2-TZVPD RIJCOSX def2/J DEFGRID3
* xyz 1 1
Pt 0.62529 -0.50278 -2.05031
N 2.67918 -0.41934 -2.00291
C 3.33683 -0.48428 -0.69682
C 4.71855 -0.45736 -0.60304
C 5.31009 -0.49272 0.64928
C 4.52727 -0.56527 1.79779
C 3.14827 -0.61438 1.69204
C 2.54942 -0.57306 0.43413
P 0.76873 -0.68418 0.18685
C -0.01215 0.75713 0.91172
C -1.40831 0.82473 0.85556
C -2.06648 1.94640 1.32645
C -1.33434 3.00831 1.84652
C 0.04984 2.95015 1.88943
C 0.71739 1.82782 1.41766
C 0.21519 -2.14448 1.08904
C -0.46683 -2.05743 2.29952
C -0.84528 -3.21883 2.96064
C -0.54222 -4.45793 2.41843
C 0.13572 -4.54693 1.20708
C 0.50570 -3.39342 0.53816
H 3.11609 -1.08061 -2.63972
H 2.80057 0.51491 -2.40328
H 5.32846 -0.40192 -1.49716
H 6.38822 -0.46236 0.72910
H 4.99614 -0.59049 2.77210
H 2.53223 -0.70300 2.57910
H -1.97580 -0.00229 0.44278
H -3.14716 1.99809 1.28385
H -1.84803 3.88679 2.21500
H 0.61571 3.78366 2.28354
H 1.79927 1.79828 1.43405
H -0.70162 -1.09088 2.72752
H -1.37615 -3.15306 3.90111
H -0.84040 -5.36030 2.93609
H 0.36576 -5.51540 0.78324
H 1.01153 -3.45096 -0.41938
I 0.44412 4.71305 -2.66756
C -1.05499 3.29310 -2.46558
C -2.38085 3.69434 -2.23102
C -3.38338 2.78033 -2.03583
I -5.32821 3.46872 -1.72840
C -3.07741 1.39981 -2.01938
C -3.99250 0.36829 -1.71404
C -3.58646 -0.93950 -1.66686
C -2.24275 -1.24602 -1.89490
N -1.36162 -0.30571 -2.18238
C -1.74085 1.01598 -2.27275
C -0.69511 1.95805 -2.57136
O 0.50880 1.54554 -2.86011
H -2.60905 4.75165 -2.20751
H -5.02302 0.62486 -1.50451
H -4.28026 -1.73416 -1.43270
H -1.87312 -2.26091 -1.84026
*
```

---

[3]
Density functional theory data (wB97M-V/def2-TZVPD) for a molecular structure, C27H21BF2N2NiO2PSe2.

## Properties
lowest unoccupied orbital energy (spin up / spin down)	2.61 / 2.60	eV
<S²>	2.008
HOMO energy (spin up / spin down)	-4.71 / -5.17	eV
ΔE to the lowest compared entry with this formula, charge and spin	0.0	kcal per mole

The geometry in ORCA input format:
```
! wB97M-V def2-TZVPD RIJCOSX def2/J DEFGRID3
* xyz -1 3
Ni -1.38868 -2.04626 -0.86200
Se 1.05996 -2.86586 -1.05876
P 0.63673 -2.99083 1.04663
Se -1.43586 -3.37236 1.43124
C 1.16915 -1.42845 1.83764
C 0.24958 -0.59200 2.45540
C 0.67624 0.59532 3.04105
C 2.01850 0.94027 3.01871
C 2.94027 0.10554 2.39355
C 2.51619 -1.07118 1.79992
C 1.70582 -4.20863 1.88558
C 2.69209 -4.90490 1.20214
C 3.50804 -5.80167 1.88188
C 3.33814 -6.00379 3.24310
C 2.34644 -5.31102 3.92853
C 1.53144 -4.41742 3.25212
H -0.80040 -0.85433 2.46117
H -0.05455 1.24608 3.50512
H 2.34984 1.86208 3.48225
H 3.98797 0.37813 2.36149
H 3.22854 -1.71321 1.29379
H 2.80955 -4.74774 0.13670
H 4.27422 -6.34469 1.34283
H 3.97273 -6.70434 3.77139
H 2.20551 -5.47024 4.99001
H 0.74805 -3.88448 3.77873
F -3.36955 -3.98760 -2.12622
B -2.94966 -2.71609 -1.96726
F -3.76198 -1.86810 -2.65238
O -2.65207 0.59955 1.83149
C -2.21958 0.79364 0.71375
N -2.08093 2.05176 0.14579
C -1.46939 2.01340 -1.16205
C -1.36878 0.47593 -1.31492
O -0.94515 -0.11437 -2.30444
N -1.80104 -0.14486 -0.21182
C -2.39434 2.62539 -2.20747
C -3.35483 1.84518 -2.84401
C -4.25648 2.42715 -3.72394
C -4.21404 3.79245 -3.97357
C -3.26188 4.57552 -3.33655
C -2.35749 3.99290 -2.46030
C -0.04928 2.56385 -1.19319
C 0.66929 2.73807 -0.01881
C 1.99310 3.15631 -0.05840
C 2.61406 3.39414 -1.27429
C 1.90752 3.19426 -2.45405
C 0.58716 2.77533 -2.41420
H -2.24078 2.88405 0.68455
H -3.39713 0.77613 -2.67245
H -4.99148 1.80494 -4.21815
H -4.91804 4.24293 -4.66201
H -3.21952 5.64161 -3.52300
H -1.60632 4.60313 -1.97309
H 0.19758 2.52381 0.93212
H 2.54047 3.27817 0.86808
H 3.64723 3.71655 -1.30595
H 2.39152 3.35294 -3.40953
H 0.04627 2.59795 -3.33391
*
```

---

[4]
Density functional theory data (wB97M-V/def2-TZVPD) for a molecular structure, C27H21BrMgN3O4S.

## Properties
lowest unoccupied orbital energy	2.46	eV
HOMO energy	-4.55	eV
ΔE to the lowest compared entry with this formula, charge and spin	0.0	kcal per mole

The geometry in ORCA input format:
```
! wB97M-V def2-TZVPD RIJCOSX def2/J DEFGRID3
* xyz -1 1
Mg -0.61660 -0.27164 -0.07771
C -3.56668 -0.58262 -3.50786
C -3.48565 0.70107 -4.03331
C -2.60026 1.60909 -3.47626
C -1.79807 1.23369 -2.39348
C -1.85649 -0.05611 -1.83174
C -2.76365 -0.93767 -2.43103
C -0.83155 2.20598 -1.79112
C -0.68768 3.53121 -2.28896
C 0.21897 4.37235 -1.72531
C 1.02520 3.93100 -0.65263
C 2.01136 4.74018 -0.04486
C 2.78806 4.23650 0.95977
C 2.60344 2.90911 1.40202
C 1.63565 2.11857 0.84945
C 0.82810 2.60841 -0.20172
N -0.09873 1.78316 -0.77886
H -4.25820 -1.29900 -3.93966
H -4.10756 0.99478 -4.87079
H -2.55532 2.60325 -3.90371
H -2.84714 -1.94886 -2.03984
H -1.29487 3.87006 -3.11350
H 0.33971 5.38449 -2.09661
H 2.14704 5.75505 -0.40229
H 3.55959 4.84738 1.41132
H 3.25204 2.48082 2.15513
H 1.51368 1.10328 1.19970
O -0.76527 -2.34318 0.18389
N -0.79240 -2.93075 1.35017
C -1.89249 -3.64463 1.66763
C -2.00970 -4.29194 2.86700
C -0.96732 -4.20715 3.78012
C 0.15247 -3.48476 3.43973
C 0.24168 -2.82858 2.21205
S 1.64117 -1.78206 1.99586
H -2.65124 -3.62058 0.90212
H -2.91708 -4.83520 3.08571
H -1.03064 -4.69913 4.74093
H 0.99459 -3.39855 4.11211
O 4.47952 -3.32528 -1.91852
C 3.47907 -2.51481 -1.49453
C 2.88973 -1.56073 -2.31030
C 1.87365 -0.78785 -1.78090
N 1.44556 -0.90807 -0.52969
C 2.03805 -1.81680 0.24837
Br 4.51826 -0.17098 1.78749
C 3.04768 -2.64667 -0.18158
H 4.74756 -3.06098 -2.80455
H 3.21153 -1.41829 -3.33448
H 1.36699 -0.04281 -2.38426
H 3.54281 -3.32100 0.49964
C -2.39062 1.35331 3.38114
C -1.90740 0.08217 2.69845
O -2.27460 -1.01838 3.11382
O -1.12505 0.28244 1.70446
H -2.98410 1.11976 4.26208
H -2.98658 1.93322 2.67449
H -1.53018 1.96472 3.65539
*
```

---

Question: Which of these has the highest ΔE to the lowest compared entry with this formula, charge and spin?
Answer: C27H20ClF3N2NiS5Sb

---

Copy entry 1 word for word.
Density functional theory data (wB97M-V/def2-TZVPD) for a molecular structure, C27H20ClF3N2NiS5Sb.

## Properties
lowest unoccupied orbital energy (spin up / spin down)	2.05 / 2.05	eV
HOMO energy (spin up / spin down)	-3.71 / -3.71	eV
ΔE to the lowest compared entry with this formula, charge and spin	28.4	kcal per mole

The geometry in ORCA input format:
```
! wB97M-V def2-TZVPD RIJCOSX def2/J DEFGRID3
* xyz -1 1
Ni 0.86706 -2.72322 -0.40025
S 7.09957 -5.29857 0.55256
C 5.54034 -4.76050 0.33049
S 4.72122 -4.79210 -1.17561
C 3.17019 -4.15020 -0.66991
C 3.08300 -3.85535 0.65749
S 1.74535 -3.19230 1.60181
S 4.53436 -4.17401 1.58733
S 1.97881 -3.99296 -1.96036
F -7.45502 2.55432 -0.31874
C -6.23438 1.97124 -0.36461
C -5.28154 2.48777 -1.21662
C -4.02870 1.88653 -1.24748
C -3.73153 0.78950 -0.44323
C -4.73132 0.29277 0.39012
C -5.98804 0.87977 0.44304
Sb -1.83602 -0.22390 -0.54904
C -0.73349 1.50511 -1.15595
C 0.12106 1.38500 -2.24847
C 0.87078 2.46193 -2.70230
C 0.75745 3.66248 -2.03601
F 1.50270 4.71463 -2.45349
C -0.08978 3.83693 -0.95886
C -0.84090 2.74938 -0.53405
C -1.45409 -0.15477 1.56193
C -0.68143 0.79491 2.22482
C -0.45811 0.71874 3.59288
C -1.02175 -0.32649 4.29568
F -0.81450 -0.40199 5.62757
C -1.77860 -1.30149 3.68081
C -1.98058 -1.20659 2.31127
H -5.51904 3.34202 -1.83640
H -3.27525 2.29424 -1.91138
H -4.53930 -0.56343 1.02748
H -6.76628 0.50457 1.09384
H 0.22948 0.43063 -2.75205
H 1.54577 2.37138 -3.54272
H -0.15998 4.80344 -0.47754
H -1.52859 2.88612 0.29300
H -0.21903 1.60696 1.67774
H 0.14956 1.44859 4.11095
H -2.17532 -2.12367 4.26032
H -2.54049 -1.99877 1.82386
N 4.33344 2.45292 -1.02922
C 3.58261 1.30408 -0.90098
C 3.60914 0.30510 -1.87560
C 2.83334 -0.82266 -1.71191
N 2.04969 -1.02141 -0.64447
C 2.07482 -0.09309 0.31484
C 2.79797 1.07681 0.22957
H 4.63598 2.69451 -1.95776
H 4.03925 3.24443 -0.48193
H 4.23081 0.40384 -2.75712
H 2.82025 -1.62864 -2.43821
H 1.49375 -0.32603 1.19749
H 2.76545 1.79619 1.03855
Cl -1.51497 -3.96729 -1.66360
C -0.48466 -3.94849 -0.15752
H -0.15900 -4.97118 0.00579
H -1.16152 -3.63778 0.64214
*
```

---

Question: ΔE to the lowest compared entry with this formula, charge and spin of number 2 (C27H20I2N2OPPt)?
Answer: 8.3 kcal per mole